Here is a single C14H30Br2FO6PSi2 molecule from the Open Molecules 2025 dataset. Energies are from ωB97M-V/def2-TZVPD.

Atoms and positions in Å:
C -2.5964 1.5401 1.9418
C -1.6387 1.0824 0.8285
C -0.1404 1.3145 1.1104
F 0.0324 2.3698 2.0285
Si 0.9364 -0.1772 1.6394
C 0.1430 -1.8446 1.1793
O 0.6227 -2.8597 2.0700
O 1.9963 -3.0558 1.6451
O 2.4617 0.0371 1.0281
Si 3.0463 -0.1551 -0.4955
Br 4.7801 -1.5633 -0.3840
C 1.9009 -0.9212 -1.7587
C 0.5745 -0.1987 -2.0537
C -0.0537 -0.6457 -3.3964
C -1.1975 -1.6302 -3.2116
O -2.2241 -1.0673 -2.3750
C -3.3535 -0.6484 -3.0175
C -3.7617 0.7453 -2.6420
O -3.9348 -1.3485 -3.8029
P 4.0348 1.7967 -1.0737
C 2.6442 2.9004 -1.5910
O 4.7288 1.3849 -2.5264
C 1.1167 -0.1640 3.5204
Br 2.4471 1.1779 4.0216
C -0.1586 0.0649 4.3288
C -1.1790 -1.0700 4.1994
H -3.4768 2.0145 1.5007
H -2.9617 0.7096 2.5485
H -2.1393 2.2740 2.6023
H -1.8969 1.6312 -0.0822
H -1.8322 0.0317 0.5950
H 0.3058 1.6763 0.1748
H -0.9426 -1.8505 1.3062
H 0.3500 -2.1852 0.1604
H 2.4169 -3.3307 2.4715
H 2.5093 -0.9431 -2.6761
H 1.7140 -1.9785 -1.5368
H 0.7109 0.8836 -2.0699
H -0.1451 -0.4710 -1.2766
H 0.6972 -1.1459 -4.0180
H -0.3978 0.2286 -3.9574
H -0.8308 -2.5309 -2.7077
H -1.6331 -1.9421 -4.1624
H -4.8478 0.8188 -2.6204
H -3.3524 1.4218 -3.3951
H -3.3583 1.0076 -1.6659
H 2.4921 2.8867 -2.6741
H 2.9073 3.9233 -1.3105
H 1.6961 2.6666 -1.1051
H 4.0850 1.1606 -3.2079
H 1.5571 -1.1091 3.8493
H -0.6220 1.0236 4.0861
H 0.1279 0.1293 5.3845
H -0.7090 -2.0506 4.3154
H -1.7330 -1.0430 3.2587
H -1.9181 -0.9719 4.9999

Cartesian forces (eV/Å) of the 6 atoms listed first:
C -0.20 -0.05 0.00
C -0.22 0.29 -0.01
C 0.01 -0.21 -0.30
F 0.03 -0.12 -0.14
Si 0.15 0.37 0.85
C 0.23 -0.18 -0.08

## Properties
Calculated total energy: -195138.286 eV
Kohn-Sham gap: 8.90 eV
E_LUMO: 0.3 eV
Energy relative to the best compared isomer or geometry (same formula, charge and spin): 0.000 eV

Atom charges from the Mulliken analysis, given in e for atoms 1 to 8:
1. C -1.5274
2. C -0.1386
3. C 1.2672
4. F -0.4315
5. Si -0.1138
6. C -0.5361
7. O -0.3526
8. O -0.2695